Computed, not measured: a cluster of 2 separate species, C8H16P in total, with the ωB97M-V functional and the def2-TZVPD basis.

## Properties
net charge	+1
max |F|	4.09	eV Å⁻¹
energy above the lowest of the compared OMol25 structures with the same formula, charge and spin	71.05	kJ/mol
calculated total energy	-655.37240	a.u.
E_HOMO	-14.0	eV
HOMO-LUMO gap	11.2	eV

Atoms and positions in Å:
C 3.26960 0.89778 -0.75087
C 2.67422 0.47552 -1.70407
C -1.21360 2.06089 1.23463
C -0.32003 -2.50693 1.38682
C -0.42377 0.67224 -1.82159
C -0.28410 0.94377 1.12708
C 0.36549 -1.91321 0.17687
C -1.77167 0.22546 -1.38115
P -0.37842 -0.21792 -0.26899
H 3.90922 1.03929 0.07268
H -1.05038 2.76542 0.35338
H -2.26624 1.75806 1.23568
H -0.99750 2.64461 2.07730
H -0.07225 -2.05555 2.27554
H -1.43744 -2.73022 1.37845
H 0.12975 -3.52985 1.52605
H 2.57810 -0.07036 -2.58760
H -0.06824 0.29408 -2.77128
H -0.33193 1.74377 -1.85233
H -0.19262 0.30085 2.04772
H 0.76632 1.40318 1.06214
H 0.37328 -2.67054 -0.70690
H 1.42906 -1.81469 0.53652
H -2.37709 -0.65542 -1.80517
H -2.30976 0.93976 -0.84091

Atomic forces in eV per Å
C -0.35 -0.63 -0.43
C 1.13 0.24 0.91
C -1.61 1.24 -2.64
C -1.73 -3.29 -1.07
C 0.17 -0.01 -1.26
C 3.68 -1.49 1.00
C 0.49 -0.54 -1.17
C -0.70 -3.56 0.39
P 0.32 0.02 0.10
H 0.10 0.59 0.58
H -0.40 -0.79 0.97
H 0.15 0.16 0.18
H 0.18 0.70 1.36
H 0.40 1.54 1.99
H 1.36 0.69 -0.39
H -0.35 0.80 -0.31
H -0.75 -0.23 -1.00
H 0.23 -0.51 0.22
H 0.47 0.34 0.51
H -0.47 0.55 -0.76
H -1.14 -0.83 -0.10
H -0.19 1.73 1.29
H -0.85 0.57 -1.00
H 1.12 1.71 0.29
H -1.26 1.00 0.35

***

Computed, not measured: an isolated molecule of C13H19ClN2O4S, with the ωB97M-V functional and the def2-TZVPD basis.

## Properties
net charge	0
max |F|	1.04	eV Å⁻¹
energy above the lowest of the compared OMol25 structures with the same formula, charge and spin	8.10	kJ/mol
calculated total energy	-1775.62067	a.u.
E_HOMO	-9.0	eV
SMILES string	CCN(CC)S(=O)(=O)c1cc(OCC(N)=O)c(C)cc1Cl
HOMO-LUMO gap	9.5	eV

Atoms and positions in Å:
C 4.18896 -0.06274 -1.24257
C 2.69045 0.19358 -1.39208
N 2.09384 1.05686 -0.39743
C 2.34427 2.48479 -0.42205
C 3.60369 2.92349 0.32012
S 1.83564 0.38553 1.10465
O 2.98057 -0.31048 1.61310
O 1.25619 1.40263 1.92993
C 0.51575 -0.77665 0.70848
C -0.74202 -0.20077 0.62790
C -1.85601 -0.97338 0.34101
O -3.12603 -0.49552 0.24546
C -3.34380 0.88859 0.42227
C -4.83169 1.22045 0.26237
N -5.63235 0.14619 0.15903
O -5.22293 2.36282 0.24575
C -1.70396 -2.35730 0.12778
C -2.91008 -3.18949 -0.17384
C -0.44302 -2.91415 0.20759
C 0.67331 -2.13255 0.49580
Cl 2.22046 -2.87374 0.57537
H 4.40825 -0.34602 -0.21694
H 4.48425 -0.87361 -1.90425
H 4.76768 0.81947 -1.50195
H 2.15543 -0.75703 -1.32221
H 2.47523 0.62520 -2.37543
H 2.37824 2.79722 -1.46930
H 1.47844 2.94920 0.05645
H 3.65095 4.00965 0.34664
H 3.56499 2.54747 1.33911
H 4.50329 2.54673 -0.15726
H -0.80021 0.85654 0.82231
H -2.78592 1.47746 -0.31604
H -3.03533 1.21446 1.42419
H -5.24293 -0.77998 0.16297
H -6.62304 0.28075 0.04872
H -3.59977 -3.16367 0.66862
H -2.62976 -4.21997 -0.36828
H -3.43137 -2.78995 -1.04208
H -0.30969 -3.97207 0.04611

Atomic forces in eV per Å
C -0.17 0.05 -0.02
C 0.26 -0.44 -0.18
N -0.28 -0.35 0.94
C 0.01 0.52 0.37
C -0.14 -0.03 -0.17
S -0.15 -0.13 -0.50
O -0.14 0.03 -0.18
O -0.21 0.30 -0.10
C 0.48 0.05 0.11
C -0.53 0.10 -0.01
C 0.54 -0.20 0.03
O -0.03 -0.13 -0.01
C -0.02 0.50 0.05
C 0.37 -0.36 -0.01
N -0.27 -0.39 -0.03
O 0.10 0.40 0.04
C -0.08 0.20 0.02
C 0.05 0.07 0.01
C 0.04 0.27 0.05
C -0.03 0.19 0.08
Cl 0.19 -0.56 -0.13
H 0.11 -0.04 -0.01
H 0.07 -0.06 -0.08
H 0.09 0.06 -0.04
H 0.05 -0.02 -0.23
H -0.10 -0.07 0.12
H -0.09 -0.11 0.05
H 0.09 0.16 -0.19
H 0.05 0.10 0.04
H 0.10 0.09 0.11
H 0.11 -0.01 -0.01
H -0.18 0.15 0.00
H -0.09 -0.08 0.07
H -0.03 -0.05 -0.11
H -0.04 0.02 -0.02
H 0.06 0.04 0.01
H -0.11 -0.05 0.03
H -0.02 -0.08 -0.02
H -0.09 -0.04 -0.06
H 0.01 -0.12 -0.02

***

Q: Which E_LUMO values were calculated for the entries above? A: -0.1027 0.0169, in Eh.